Computed, not measured: C14H6Cl2F3LiN2O2SSe as an isolated structure, with wB97M-V/def2-TZVPD.

Element x y z (Å)
Li -0.1053 -0.8604 -0.7738
F 2.8310 4.0485 0.2355
C 3.3899 3.4893 -0.8552
F 2.9545 4.1821 -1.9257
F 4.7244 3.7928 -0.7604
C 3.1766 2.0061 -0.9628
C 4.2902 1.1908 -0.9539
C 4.1561 -0.1850 -1.0623
C 2.8650 -0.6712 -1.1709
N 1.7768 0.0842 -1.1735
C 1.8611 1.4487 -1.0760
S 0.4221 2.3609 -1.0710
H 5.2736 1.6327 -0.8630
H 5.0071 -0.8514 -1.0582
H 2.6759 -1.7385 -1.2539
Cl -5.9665 -0.1839 3.4471
C -4.7580 -0.3677 2.1759
C -5.1808 -0.5184 0.8454
C -4.2647 -0.6576 -0.1542
Cl -4.8183 -0.8430 -1.7989
C -2.8269 -0.6549 0.0660
O -2.0136 -0.7660 -0.8684
C -2.4637 -0.5097 1.4558
C -1.0773 -0.5205 1.8893
O -0.0828 -0.6550 1.2013
C -3.4235 -0.3665 2.4664
H -6.2376 -0.5250 0.6109
H -0.9537 -0.3961 2.9847
H -3.0900 -0.2565 3.4932
Se 0.8990 -5.8130 -0.9086
C 0.5742 -4.0188 -1.0425
N 0.3852 -2.8772 -1.1383

## Properties
- total charge = -2
- multiplicity = 1
- HOMO level (eV) = -1.798
- Kohn-Sham gap (eV) = 5.992
- E_tot (hartree) = -4824.4573


Computed, not measured: C14H7AuN2O8S as an isolated structure at a distorted geometry, with wB97M-V/def2-TZVPD.

Element x y z (Å)
Au 1.6023 -0.3875 -1.1136
O 3.8593 -0.3698 4.6097
C 3.5221 0.0109 3.3660
C 4.2972 -0.0376 2.2428
C 3.6866 0.0436 0.9759
N 2.3559 0.2329 0.8733
C 1.5899 0.5619 1.9682
C 2.1429 0.3420 3.2158
C 0.2187 1.1955 1.8342
O -0.4026 1.3903 2.9054
O -0.1520 1.5262 0.6719
C 4.4355 -0.1604 -0.2876
O 5.6365 -0.1501 -0.3489
O 3.6715 -0.3923 -1.3651
H 4.8079 -0.4225 4.6794
H 5.3759 -0.2814 2.3180
H 1.5396 0.5395 4.0685
O -1.0350 -1.3666 0.4478
C -1.3075 -0.8944 -0.6535
N -0.3854 -0.6922 -1.6637
S -1.0912 -0.4813 -3.2097
O -0.3521 0.5938 -3.8268
O -1.2437 -1.7123 -3.9292
C -2.7061 -0.1242 -2.4764
C -3.8570 0.1919 -3.1992
C -5.0246 0.3656 -2.4736
C -4.9883 0.1499 -1.0955
C -3.8584 -0.1842 -0.3904
C -2.6473 -0.4304 -1.1209
H -3.8858 0.3321 -4.2727
H -6.0082 0.6410 -2.8779
H -5.9608 0.2750 -0.5698
H -3.8357 -0.3050 0.6976

## Properties
- multiplicity = 3
- HOMO level (alpha / beta) (eV) = -8.840 / -8.745
- Kohn-Sham gap (alpha / beta) (eV) = 7.549 / 3.534
- ΔE to the lowest compared entry with this formula, charge and spin (kJ/mol) = 4.3
- E_tot (hartree) = -1782.8601


Computed, not measured: a 5-piece molecular cluster, C14H7Cl16IN2 overall at a distorted geometry, with wB97M-V/def2-TZVPD.

Element x y z (Å)
N 0.0687 -0.2380 1.8689
C 0.1397 -0.6253 0.7899
C 0.3339 -0.9388 -0.6254
I 0.8846 -2.9889 -1.0052
C -0.9495 -0.5042 -1.4156
C -2.1619 -0.5579 -0.5931
N -3.0027 -0.6672 0.1803
C -0.7043 0.9316 -1.9066
C 0.0870 1.1043 -3.0257
C 0.3660 2.3759 -3.4845
C -0.1592 3.4557 -2.7965
C -0.9376 3.2866 -1.6820
C -1.2266 2.0103 -1.2216
H 1.1445 -0.3148 -0.9848
H -1.1132 -1.1439 -2.2816
H 0.4900 0.2391 -3.5375
H 1.0000 2.5097 -4.3488
H 0.0838 4.4502 -3.1516
H -1.3275 4.1339 -1.1293
H -1.8395 1.8473 -0.3457
Cl 3.3736 0.1592 4.5888
C 2.3742 -1.2086 5.0956
Cl 2.2692 -2.3754 3.7778
Cl 3.0998 -1.9697 6.5191
Cl 0.7526 -0.6421 5.4892
Cl 0.1233 -1.9366 -4.7219
C 0.9638 -3.2634 -5.5420
Cl 0.7669 -4.7454 -4.6045
Cl 0.2779 -3.4837 -7.1511
Cl 2.6793 -2.8716 -5.6764
Cl 1.3816 -7.7819 6.0956
C 2.0877 -6.3698 6.8915
Cl 1.6568 -4.9087 6.0026
Cl 1.4736 -6.2592 8.5453
Cl 3.8475 -6.5353 6.9287
Cl -5.0348 6.7042 0.7019
C -3.6634 7.1687 -0.3067
Cl -2.6281 8.2910 0.5797
Cl -2.7308 5.7214 -0.7338
Cl -4.2473 7.9415 -1.7828

## Properties
- multiplicity = 1
- HOMO level (eV) = -10.037
- Kohn-Sham gap (eV) = 9.555
- SMILES = N#C[C@@H](I)[C@@H](C#N)c1ccccc1.ClC(Cl)(Cl)Cl.ClC(Cl)(Cl)Cl.ClC(Cl)(Cl)Cl.ClC(Cl)(Cl)Cl
- E_tot (hartree) = -8307.8678


Computed, not measured: one molecule with the formula C14H7ClN4O2 at a distorted geometry, with wB97M-V/def2-TZVPD.

Element x y z (Å)
O 1.1279 3.7301 -2.7012
N 0.8795 2.5159 -2.8290
O 0.5028 1.9390 -3.8820
C 1.0766 1.7140 -1.6910
C 2.3729 1.5336 -1.2142
C 2.5583 0.7828 -0.0603
N 3.7129 0.5320 0.6896
N 3.4317 -0.3239 1.7248
C 2.1357 -0.5664 1.7215
C 1.4999 0.0554 0.5433
C 0.2134 0.1456 -0.0250
C -0.0139 1.0435 -1.1052
N -1.2831 1.2697 -1.5512
C -2.3143 0.5792 -1.0827
C -2.1656 -0.4131 -0.1229
C -3.2678 -1.1285 0.3301
C -3.1579 -2.1620 1.2463
C -1.9117 -2.4410 1.8110
Cl -1.8584 -3.7110 3.0460
C -0.7894 -1.6695 1.4092
C -0.8674 -0.6499 0.4429
H 3.1836 2.0422 -1.6915
H 4.6967 0.9144 0.5124
H 1.6924 -1.0738 2.5624
H -3.3046 0.8556 -1.4391
H -4.2491 -0.8357 -0.0463
H -4.0311 -2.6792 1.5550
H 0.1298 -1.9991 1.8470

## Properties
- multiplicity = 1
- HOMO level (eV) = -8.800
- Kohn-Sham gap (eV) = 8.074
- ΔE to the lowest compared entry with this formula, charge and spin (kJ/mol) = 1.9
- SMILES = O=[N+]([O-])c1cc2[nH]ncc2c2c1ncc1ccc(Cl)cc12
- E_tot (hartree) = -1367.3027